# C2H4N2O3

An isolated molecule of C2H4N2O3 at a distorted geometry (ωB97M-V/def2-TZVPD, the Open Molecules 2025 dataset).

```
11
Properties=species:S:1:pos:R:3:lowdin_charge:R:1
C -0.15332 0.53868 -0.49551 -0.08
C -0.19114 -0.17583 0.69774 -0.40
N -0.91928 1.65572 -0.58912 0.13
O 0.91370 -1.90556 -0.51094 -0.02
N 0.90754 -1.25334 0.81617 -0.21
O 1.87590 -1.36998 1.50078 0.08
O -0.81837 0.08643 1.71032 0.08
H 0.02072 -2.15839 -0.78148 0.09
H 0.48646 0.28964 -1.33441 0.13
H -1.39565 1.92941 0.25860 0.11
H -0.72656 2.36322 -1.27215 0.11
```

The value obtained for the HOMO energy (spin up / spin down) is -8.15 / -8.37 eV. The value obtained for the gap between HOMO and LUMO (spin up / spin down) is 7.1 / 8.7 eV. As for the total charge: 0. The value obtained for the LUMO energy (spin up / spin down) is -0.038 / 0.013 Eh.

# C2H4N2O3

An isolated molecule of C2H4N2O3 (ωB97M-V/def2-TZVPD, the Open Molecules 2025 dataset).

```
11
Properties=species:S:1:pos:R:3:lowdin_charge:R:1
N 1.17467 0.09231 -0.45142 -0.17
C 0.00930 -0.63174 -0.29601 -0.53
C -2.10326 0.36454 0.10401 0.03
O 2.32723 -0.58180 -0.03091 0.03
O 1.23887 1.43060 -0.18869 0.05
N -1.11394 0.08172 -0.60360 0.11
O 0.07123 -1.83765 -0.14082 0.08
H 2.03288 -1.51141 0.05904 0.10
H 1.48308 1.57364 0.74473 0.12
H -2.93536 0.86985 -0.36758 0.08
H -2.18469 0.14993 1.17124 0.09
```

The value obtained for the HOMO energy is -9.26 eV. The value obtained for the gap between HOMO and LUMO is 9.7 eV. As for the total charge: 0. The value obtained for the LUMO energy is 0.017 Eh. As for the SMILES: C=NC(=O)N(O)O.

# C2H4N2O3

A structure of composition C2H4N2O3 at a distorted geometry (ωB97M-V/def2-TZVPD, the Open Molecules 2025 dataset).

```
11
Properties=species:S:1:pos:R:3:lowdin_charge:R:1
N -0.34181 -0.00173 -0.27578 -0.05
C 0.81804 -0.57607 -0.56759 -0.39
N -1.19342 0.14583 -1.41996 0.08
C -0.22703 0.40932 1.27186 -0.27
O 1.43498 -0.42424 1.00709 -0.03
O 1.50119 -1.05123 -1.40047 0.17
O 0.17540 1.43957 1.77556 0.04
H 1.86638 -1.24004 1.30741 0.11
H -0.77660 0.69494 -2.19386 0.11
H -2.10707 0.58617 -1.23924 0.10
H -1.15006 0.01748 1.73500 0.14
```

The value obtained for the HOMO energy is -9.72 eV. The value obtained for the gap between HOMO and LUMO is 10.3 eV. As for the total charge: 0. The value obtained for the LUMO energy is 0.020 Eh.

# C2H4N2O4

A structure of composition C2H4N2O4 at a distorted geometry (ωB97M-V/def2-TZVPD, the Open Molecules 2025 dataset).

```
12
Properties=species:S:1:pos:R:3:lowdin_charge:R:1
C 1.00346 -0.48191 -0.92106 -0.60
C -0.36632 1.20540 0.12568 -0.39
N -0.98757 -1.77854 -0.06105 0.10
N 0.05652 1.61852 1.32095 0.20
O 1.22249 0.75651 -0.81070 0.08
O -0.04603 -0.72959 0.14363 -0.17
O 1.31212 -1.38490 -1.64411 0.13
O -1.28480 1.43477 -0.56344 0.20
H -0.48647 -2.61763 0.22796 0.09
H -1.11303 -1.85409 -1.07033 0.09
H -0.27286 2.52436 1.62161 0.14
H 0.96250 1.30709 1.63086 0.12
```

The value obtained for the HOMO energy is -10.38 eV. The value obtained for the gap between HOMO and LUMO is 10.8 eV. As for the total charge: 0. The value obtained for the LUMO energy is 0.014 Eh.

# C2H4N2O4

A structure of composition C2H4N2O4 at a distorted geometry (ωB97M-V/def2-TZVPD, the Open Molecules 2025 dataset).

```
12
Properties=species:S:1:pos:R:3:lowdin_charge:R:1
C 0.21524 -0.47120 0.31323 -0.36
C 0.05328 1.91724 1.22895 -0.09
H 0.00930 -1.37641 -1.54123 0.12
H -1.18281 0.76403 -0.17096 0.08
H 0.32497 2.25152 2.50490 0.24
H 1.70090 -2.84029 -1.74805 0.40
N -1.00462 -0.23256 -0.24027 0.04
N 1.19881 -1.32894 -0.03165 0.01
O -0.66218 -0.27345 -1.73875 -0.20
O 0.31441 0.47780 1.40492 -0.04
O -0.54752 2.52945 0.19355 -0.03
O 0.41743 -2.30188 -0.65901 -0.17
```

The value obtained for the HOMO energy is -9.40 eV. The value obtained for the gap between HOMO and LUMO is 6.4 eV. As for the total charge: 0. The value obtained for the LUMO energy is -0.112 Eh.

# C2H4N2OS

An isolated molecule of C2H4N2OS at a distorted geometry (ωB97M-V/def2-TZVPD, the Open Molecules 2025 dataset).

```
10
Properties=species:S:1:pos:R:3:lowdin_charge:R:1
C -1.20222 -0.78021 -0.36074 -0.24
C 0.68179 0.11030 0.56294 -0.65
N -0.21318 -1.23050 0.25058 0.09
N -0.20068 1.12969 0.06010 -0.07
O -1.26429 0.57096 -0.60763 -0.07
S 2.25353 -0.03920 -0.27256 0.78
H -2.00917 -1.32683 -0.70290 0.11
H 0.92850 0.37206 1.64313 0.11
H -0.73673 1.58047 0.80130 0.13
H 1.76243 -0.38673 -1.37422 -0.19
```

The value obtained for the HOMO energy is -9.48 eV. The value obtained for the gap between HOMO and LUMO is 10.2 eV. As for the total charge: 0. The value obtained for the LUMO energy is 0.028 Eh. As for the SMILES: S[C@@H]1N=CON1.

# C2H4N2OS

An isolated molecule of C2H4N2OS at a distorted geometry (ωB97M-V/def2-TZVPD, the Open Molecules 2025 dataset).

```
10
Properties=species:S:1:pos:R:3:lowdin_charge:R:1
C -0.87400 -0.41917 -0.29132 -0.58
C -0.36456 1.75892 0.27112 -0.62
H 1.54145 -1.02777 -0.93521 0.12
H 1.72859 -2.26868 0.11836 0.12
H -2.14347 -0.45590 -0.02016 0.17
H -0.67374 1.13264 1.01555 0.04
N 1.21676 -1.26870 0.17261 -0.09
N -0.22261 -1.23251 0.43481 -0.10
O 0.12289 2.80307 0.54243 0.03
S -0.33132 0.97811 -1.30819 0.92
```

The value obtained for the HOMO energy is -9.89 eV. The value obtained for the gap between HOMO and LUMO is 10.2 eV. As for the total charge: 0. The value obtained for the LUMO energy is 0.010 Eh. As for the SMILES: N/N=C\SC=O.

# C2H4N2OS

An isolated molecule of C2H4N2OS at a distorted geometry (ωB97M-V/def2-TZVPD, the Open Molecules 2025 dataset).

```
10
Properties=species:S:1:pos:R:3:lowdin_charge:R:1
C -1.42726 0.31049 -0.26921 -0.24
C 0.00298 0.10832 -0.02276 -0.95
N -2.57254 0.37160 -0.31668 0.17
N 0.73895 0.58534 -1.10584 0.00
O 0.31538 0.57529 1.23593 0.00
S 0.23896 -1.77676 -0.33026 0.77
H 0.62644 1.63222 -1.14510 0.13
H 1.74847 0.33312 -0.97065 0.10
H 0.44545 -0.11652 1.89533 0.09
H -0.11683 -2.02309 1.02925 -0.09
```

The value obtained for the HOMO energy is -10.05 eV. The value obtained for the gap between HOMO and LUMO is 10.2 eV. As for the total charge: 0. The value obtained for the LUMO energy is 0.007 Eh. As for the SMILES: N#C[C@@](N)(O)S.

# C2H4N2OS

A cluster of 2 separate species, C2H4N2OS in total at a distorted geometry (ωB97M-V/def2-TZVPD, the Open Molecules 2025 dataset).

```
10
Properties=species:S:1:pos:R:3:lowdin_charge:R:1
C -1.30929 -0.73876 -0.28689 -0.19
C 0.57528 0.14249 -0.00912 -0.84
N -0.09653 -0.99867 -0.15389 0.04
N -0.37166 1.26347 -0.19687 0.03
O -1.59970 0.63597 -0.41799 -0.05
S 2.27191 0.37481 -0.09991 0.73
H -2.05174 -1.51081 -0.44174 0.13
H 0.25264 -0.11908 2.36190 0.09
H -0.29167 1.99323 -0.80398 0.09
H 2.62076 -1.04265 0.04849 -0.03
```

The value obtained for the HOMO energy (spin up / spin down) is -6.46 / -9.46 eV. The value obtained for the gap between HOMO and LUMO (spin up / spin down) is 6.1 / 9.8 eV. As for the total charge: 0. The value obtained for the LUMO energy (spin up / spin down) is -0.015 / 0.013 Eh.

# C2H4N2OS

An isolated molecule of C2H4N2OS at a distorted geometry (ωB97M-V/def2-TZVPD, the Open Molecules 2025 dataset).

```
10
Properties=species:S:1:pos:R:3:lowdin_charge:R:1
C -0.99348 1.31607 -0.30045 -0.45
C 0.27887 -1.60477 -0.02760 -0.57
H 0.58009 1.61941 -1.31135 0.10
H -2.14135 1.22660 -0.22703 0.14
H -0.85415 1.05576 1.50195 0.09
H 0.86079 -2.68604 0.12773 0.13
N -0.56204 1.53289 -1.47640 0.05
N -0.19255 0.90957 0.74229 -0.37
O -0.89243 -1.69165 -0.41986 -0.05
S 1.14149 -0.19047 0.64842 0.93
```

The value obtained for the HOMO energy is -9.46 eV. The value obtained for the gap between HOMO and LUMO is 9.7 eV. As for the total charge: 0. The value obtained for the LUMO energy is 0.008 Eh. As for the SMILES: [H]/N=C\NSC=O.

How do the records compare in energy above the lowest of the compared OMol25 structures with the same formula, charge and spin? In the order shown, they have 136.99; 114.03; 109.01; 36.22; 264.36; 87.07; 110.67; 49.52; 173.24; 76.60 kcal per mole.